1.
{"formula": "C3H3N5", "method": "the ωB97M-V functional and the def2-TZVPD basis", "smiles": "[H]/N=c1/cncnnn1", "e_tot_ha": -389.72048, "charge": 0, "spin_multiplicity": 1, "elements": ["H", "H", "N", "C", "H", "N", "N", "C", "C", "N", "N"], "positions_angstrom": [[-2.48589, -0.00262, -0.41008], [0.49888, -0.58126, 2.45016], [-1.02423, 1.55796, -0.00990], [-1.36505, 0.41022, -0.64158], [1.43528, -1.39421, -1.49997], [0.42097, 1.86344, 0.04955], [1.17473, 0.94638, 0.50761], [0.67917, -0.85380, -0.98015], [0.69250, -0.40843, 0.44329], [0.44781, -1.14853, 1.48285], [-0.47416, -0.38915, -1.39177]], "atomic_forces_ev_per_a": [[2.921, 1.201, -1.258], [-0.168, -1.225, -2.989], [0.835, -2.988, -2.079], [0.137, 0.954, 2.519], [0.121, -0.261, -0.691], [-0.719, -1.392, 1.391], [-1.618, 1.047, -2.030], [-4.315, 2.560, 1.931], [1.834, -1.348, 4.131], [0.472, 2.233, 0.169], [0.499, -0.779, -1.095]]}

2.
{"formula": "C3H3N5", "method": "the ωB97M-V functional and the def2-TZVPD basis", "smiles": "[H]/N=N/C=C1\\N=CN=N1", "e_tot_ha": -389.73964, "charge": 0, "spin_multiplicity": 1, "elements": ["N", "N", "C", "N", "H", "H", "H", "N", "N", "C", "C"], "positions_angstrom": [[0.46455, -0.21515, -0.65958], [0.04756, 1.75376, -1.61793], [-0.21438, 0.99134, -0.52940], [0.15301, -0.61363, 1.62315], [-0.14945, -1.50060, 2.01237], [1.61770, -0.99939, -2.12829], [-1.41000, 2.17029, 0.87156], [-0.79690, 0.18688, 1.54418], [0.80606, 1.10534, -2.37941], [-0.87363, 1.21146, 0.72179], [1.04921, -0.12823, -1.85283]], "atomic_forces_ev_per_a": [[-0.613, -0.437, -1.318], [-1.888, 2.018, 0.741], [0.745, -2.071, 1.984], [0.224, 2.092, 0.084], [-0.578, -0.482, -0.003], [0.279, 0.467, -1.042], [0.234, -1.077, 0.518], [-0.728, -1.292, 0.925], [1.574, -0.345, -2.767], [1.700, 1.371, -2.831], [-0.949, -0.243, 3.708]]}

3.
{"formula": "C3H3NO", "method": "the ωB97M-V functional and the def2-TZVPD basis", "e_tot_ha": -245.96051, "charge": 0, "spin_multiplicity": 1, "elements": ["C", "C", "N", "O", "H", "C", "H", "H"], "positions_angstrom": [[-0.02072, 0.33293, 0.54937], [-0.91423, -0.15077, -0.58771], [-2.11898, -0.12817, -0.50850], [2.11386, -0.89959, 0.02229], [-0.11039, 1.41857, 0.61186], [1.33349, -0.06466, -0.15312], [-0.08758, -0.12609, 1.54694], [-0.19545, -0.38221, -1.48113]], "atomic_forces_ev_per_a": [[1.060, -0.412, -0.216], [1.972, 0.098, -0.258], [-1.429, -0.297, -0.277], [0.313, -0.733, 0.500], [0.176, -0.119, 0.001], [-0.287, 1.382, 0.168], [-0.308, -0.010, -0.378], [-1.498, 0.092, 0.461]]}

4.
{"formula": "C3H3NO", "method": "the ωB97M-V functional and the def2-TZVPD basis", "e_tot_ha": -245.89461, "charge": 0, "spin_multiplicity": 1, "elements": ["H", "C", "C", "H", "H", "C", "N", "O"], "positions_angstrom": [[-0.12784, 1.00800, 1.39952], [-0.18760, -0.85775, 0.09367], [-0.02372, 0.07559, -0.87677], [1.14907, 1.43210, -1.24177], [0.18493, -1.85708, -0.06138], [-0.06066, -0.09968, 1.41824], [0.35000, 0.90289, -1.67602], [-1.28417, -0.60406, 0.94452]], "atomic_forces_ev_per_a": [[0.171, -0.143, -0.261], [-0.111, -0.487, -0.355], [0.312, 0.361, -0.418], [-0.695, -0.160, -0.837], [0.107, -0.082, 0.127], [0.191, 0.122, 1.052], [0.633, 0.380, 0.754], [-0.607, 0.009, -0.060]]}

5.
{"formula": "C3H3NO", "method": "the ωB97M-V functional and the def2-TZVPD basis", "smiles": "O=C[C@H]1C=N1", "e_tot_ha": -246.00678, "charge": 0, "spin_multiplicity": 1, "elements": ["H", "C", "C", "C", "H", "O", "H", "N"], "positions_angstrom": [[-2.20101, 0.95764, -0.18904], [-0.11089, -0.07000, 0.47233], [-1.44296, 0.23968, -0.04609], [1.22550, 0.03779, -0.36759], [0.30105, -0.20980, 1.51350], [2.27510, -0.11541, 0.15196], [1.16787, 0.16785, -1.50814], [-1.21466, -1.00775, -0.02693]], "atomic_forces_ev_per_a": [[-0.791, 0.501, -0.325], [2.415, -0.301, -0.321], [1.667, -2.067, 1.149], [-2.656, -0.332, -1.295], [-1.376, 0.396, -0.695], [1.209, 0.051, 0.789], [-0.285, 0.018, 1.041], [-0.182, 1.733, -0.343]]}

6.
{"formula": "C3H3NO", "method": "the ωB97M-V functional and the def2-TZVPD basis", "e_tot_ha": -245.95673, "charge": 0, "spin_multiplicity": 1, "elements": ["N", "C", "H", "O", "H", "C", "C", "H"], "positions_angstrom": [[-0.71783, -0.22020, -0.40252], [0.75662, -0.29109, -0.63235], [1.00781, -1.34581, -0.74458], [-1.98341, -0.22359, 1.62748], [0.63723, 1.61899, 0.45824], [-1.24521, -0.18432, 0.72166], [0.67531, 0.51653, 0.60504], [0.86947, 0.12948, -1.63297]], "atomic_forces_ev_per_a": [[-0.285, 0.742, -0.587], [-1.236, -0.012, -0.851], [0.506, 0.112, 0.994], [0.257, 0.032, -0.877], [-0.102, -0.691, -0.607], [0.512, -0.193, 1.603], [-0.131, -0.522, 0.101], [0.478, 0.531, 0.224]]}

7.
{"formula": "C3H3NO2", "method": "the ωB97M-V functional and the def2-TZVPD basis", "e_tot_ha": -321.13886, "charge": 0, "spin_multiplicity": 1, "elements": ["C", "N", "H", "C", "O", "O", "H", "C", "H"], "positions_angstrom": [[-0.17113, 1.43240, -0.01254], [-1.04996, 2.83877, -2.01297], [1.02521, -0.08015, 0.60530], [0.08339, -0.02612, 0.12605], [0.12199, 3.49433, 1.18080], [0.16829, 2.15089, 1.07506], [0.07664, -0.44842, -0.77464], [-0.76376, 2.14142, -1.13781], [-0.70644, -0.51958, 0.52431]], "atomic_forces_ev_per_a": [[-0.561, 2.558, 1.116], [-0.171, -0.480, 0.275], [0.716, -0.773, 0.731], [0.971, 3.606, 0.867], [-0.394, -1.509, -0.856], [-0.057, -0.560, -1.198], [0.754, -1.494, -4.081], [1.011, -0.017, 0.786], [-2.269, -1.331, 2.360]]}

8.
{"formula": "C3H3NO2", "method": "the ωB97M-V functional and the def2-TZVPD basis", "smiles": "N=c1occo1", "e_tot_ha": -321.26556, "charge": 0, "spin_multiplicity": 1, "elements": ["C", "H", "N", "H", "H", "O", "O", "C", "C"], "positions_angstrom": [[0.14194, -0.61818, 0.61845], [-0.24281, 0.23599, -2.42534], [0.39947, -1.73587, 1.52746], [-0.18372, 2.22269, -0.53967], [0.33565, -1.24126, 2.39963], [-0.03464, 0.67458, 0.83571], [-0.07435, -0.96052, -0.66445], [-0.15727, 1.22534, -0.44025], [-0.18427, 0.19724, -1.31154]], "atomic_forces_ev_per_a": [[0.599, -7.667, 4.929], [-0.004, -0.299, 1.367], [-1.401, 5.995, -4.761], [-0.168, 3.200, -0.229], [0.270, 0.079, 1.030], [0.422, 0.176, -0.278], [0.582, -0.406, 0.409], [-0.086, -4.066, -0.772], [-0.215, 2.989, -1.695]]}

9.
{"formula": "C3H3NO2", "method": "the ωB97M-V functional and the def2-TZVPD basis", "smiles": "N#CCOC=O", "e_tot_ha": -321.32928, "charge": 0, "spin_multiplicity": 1, "elements": ["O", "H", "C", "C", "H", "N", "O", "H", "C"], "positions_angstrom": [[0.44594, 0.50162, -0.44737], [-0.43642, -0.66354, 1.10579], [-0.61229, -0.30920, 0.08579], [-1.81292, 0.50946, -0.01858], [2.41650, 0.80817, -0.48792], [-2.80992, 1.03418, -0.29174], [1.90703, -0.81931, 0.67082], [-0.77299, -1.17964, -0.56617], [1.67508, 0.11826, -0.05061]], "atomic_forces_ev_per_a": [[0.293, -0.391, 0.473], [0.182, 0.250, -0.201], [-0.187, -0.070, -0.320], [-1.812, 0.497, -0.722], [-0.114, -0.244, 0.139], [1.346, -0.514, 0.657], [-0.146, 0.782, -0.634], [0.188, 0.121, 0.232], [0.251, -0.431, 0.375]]}

10.
{"formula": "C3H3NO2", "method": "the ωB97M-V functional and the def2-TZVPD basis", "smiles": "Oc1ncco1", "e_tot_ha": -321.31800, "charge": 0, "spin_multiplicity": 1, "elements": ["O", "C", "C", "H", "H", "C", "O", "H", "N"], "positions_angstrom": [[-0.00238, 2.06875, -0.81497], [-0.79984, -0.88112, 0.61913], [0.44335, -1.13051, 0.30356], [-1.60556, -1.50033, 0.89816], [1.00314, 2.46197, -0.81424], [0.01801, 0.75963, -0.42958], [-1.07756, 0.34433, 0.05315], [0.99327, -2.08487, 0.53954], [1.02758, -0.03784, -0.35475]], "atomic_forces_ev_per_a": [[3.459, 0.503, 0.026], [-1.182, 0.189, -0.862], [3.283, -1.917, 0.163], [-0.689, -0.200, 0.515], [-3.671, -1.876, -0.069], [2.771, 2.525, -0.868], [-3.454, -0.125, 1.347], [-0.526, 1.429, -0.410], [0.010, -0.529, 0.160]]}

11.
{"formula": "C3H3NO2", "method": "the ωB97M-V functional and the def2-TZVPD basis", "e_tot_ha": -320.99188, "charge": 0, "spin_multiplicity": 1, "elements": ["H", "N", "C", "O", "C", "C", "O", "H", "H"], "positions_angstrom": [[-1.59908, 1.39639, -0.69637], [1.08805, 0.51667, 0.56030], [-0.09624, -0.13560, 0.18515], [2.05124, 0.10959, -0.06697], [-1.12653, 0.46982, -0.62802], [-0.63400, -0.67190, -1.10807], [1.10318, 1.31201, 1.42157], [-0.64255, -1.57686, -1.68466], [-0.14407, -1.42013, 2.01707]], "atomic_forces_ev_per_a": [[-1.180, 0.928, -0.357], [1.621, -2.309, -1.952], [-3.410, -1.329, -0.697], [1.027, 0.181, -0.305], [1.845, -1.954, 0.437], [0.445, 1.151, 2.360], [-0.259, 2.197, 2.103], [0.044, 0.245, -0.440], [-0.133, 0.891, -1.149]]}

12.
{"formula": "C3H3NO2", "method": "the ωB97M-V functional and the def2-TZVPD basis", "e_tot_ha": -321.19682, "charge": 0, "spin_multiplicity": 1, "elements": ["C", "H", "O", "H", "N", "C", "O", "H", "C"], "positions_angstrom": [[-1.05669, -1.05557, -0.23699], [-0.93844, -1.91001, 0.42460], [1.28525, -0.55470, 0.19136], [-1.12515, -1.23242, -1.30862], [-1.14477, 1.26759, 0.73786], [-1.27442, 0.16066, 0.27448], [0.75422, 1.59086, 0.65771], [2.09736, 1.06421, -0.75795], [1.40264, 0.66939, 0.01754]], "atomic_forces_ev_per_a": [[-0.024, 0.296, 0.110], [0.006, 0.246, -0.088], [-0.011, 0.701, -0.017], [0.021, 0.125, 0.235], [0.449, -0.970, -0.530], [0.341, 0.514, 0.211], [-0.344, -0.610, -0.135], [-0.208, -0.133, 0.166], [-0.229, -0.169, 0.048]]}

13.
{"formula": "C3H3NO2", "method": "the ωB97M-V functional and the def2-TZVPD basis", "smiles": "C=C=O.N=C=O", "e_tot_ha": -321.30988, "charge": 0, "spin_multiplicity": 1, "elements": ["H", "H", "C", "C", "N", "O", "C", "O", "H"], "positions_angstrom": [[-0.33659, 1.56281, 0.46808], [1.27862, 1.08528, 1.10036], [0.96839, 1.89562, -0.86300], [-1.21694, -2.40633, 0.39164], [-0.51564, -1.42127, 0.26300], [-2.04203, -3.18655, 0.68702], [0.73433, 1.53530, 0.35253], [0.96085, 2.31150, -1.95903], [0.16902, -1.37637, -0.44060]], "atomic_forces_ev_per_a": [[-0.388, 0.001, 0.342], [1.452, -0.684, 1.083], [-0.010, 1.025, -2.003], [-1.593, -0.135, 0.890], [-0.563, -0.593, 0.506], [1.144, 0.422, -0.529], [-1.478, 0.297, -0.505], [0.470, -0.584, 1.063], [0.965, 0.252, -0.847]]}

14.
{"formula": "C3H3NO2", "method": "the ωB97M-V functional and the def2-TZVPD basis", "smiles": "N#C[C@@H](O)C=O", "e_tot_ha": -321.30548, "charge": 0, "spin_multiplicity": 1, "elements": ["C", "C", "O", "H", "N", "H", "O", "C", "H"], "positions_angstrom": [[-0.13099, 1.00657, -0.17657], [-0.12753, -0.34240, 0.56416], [0.92008, 1.46485, -0.54515], [-0.86789, -0.41290, 1.36941], [-0.96254, -1.34298, -1.69575], [-1.11955, 1.40335, -0.46594], [1.13356, -0.63444, 1.04352], [-0.58437, -1.12127, -0.62434], [1.73481, -0.04811, 0.54611]], "atomic_forces_ev_per_a": [[0.407, 0.305, -0.222], [-0.151, 0.040, -0.066], [-0.554, 0.058, 0.412], [0.074, 0.088, -0.218], [0.270, -0.236, 1.010], [0.174, 0.135, 0.092], [0.087, -0.025, -0.193], [-0.348, -0.212, -0.922], [0.041, -0.155, 0.108]]}

15.
{"formula": "C3H3NO2", "method": "the ωB97M-V functional and the def2-TZVPD basis", "e_tot_ha": -321.11758, "charge": 0, "spin_multiplicity": 1, "elements": ["H", "O", "O", "N", "H", "C", "C", "H", "C"], "positions_angstrom": [[0.16677, -2.35391, -0.99518], [-0.16517, 2.43883, 0.63895], [0.87235, -0.67458, 1.78637], [-0.64278, 0.14478, 0.09006], [-0.74325, 0.24566, -1.93915], [0.39802, -1.31698, -0.73750], [0.34260, -0.54922, 0.71988], [0.13700, 2.30624, 1.58698], [-0.36553, -0.24083, -1.15040]], "atomic_forces_ev_per_a": [[0.644, 0.185, -0.051], [0.400, -0.453, 1.043], [-0.989, 0.952, -1.536], [-1.957, 4.051, 1.595], [-1.365, 1.182, -3.113], [0.443, -0.761, 0.319], [1.656, -3.590, -0.143], [-0.488, -0.002, -1.295], [1.656, -1.564, 3.181]]}

16.
{"formula": "C3H3NO2", "method": "the ωB97M-V functional and the def2-TZVPD basis", "smiles": "C=C=NOC=O", "e_tot_ha": -321.24003, "charge": 0, "spin_multiplicity": 1, "elements": ["H", "O", "N", "O", "H", "H", "C", "C", "C"], "positions_angstrom": [[-1.94936, -1.28178, -1.15370], [1.60512, -0.34128, 0.39984], [-0.71677, 1.08255, 0.68900], [0.49089, 1.63700, 0.15945], [2.37685, 1.38684, -0.37458], [-1.00351, -2.07914, 0.25730], [-1.35910, -1.18927, -0.25011], [-0.99950, -0.02308, 0.20290], [1.55539, 0.80817, 0.06990]], "atomic_forces_ev_per_a": [[-0.044, 0.059, 0.164], [0.013, 0.499, -0.077], [-0.286, -0.603, -0.146], [0.187, 0.032, -0.142], [-0.019, -0.018, 0.096], [-0.036, 0.092, -0.075], [0.039, 0.164, 0.057], [0.046, 0.115, 0.046], [0.100, -0.339, 0.078]]}

17.
{"formula": "C3H3NO2", "method": "the ωB97M-V functional and the def2-TZVPD basis", "smiles": "[O-][n+]1ccoc1", "e_tot_ha": -321.22708, "charge": 0, "spin_multiplicity": 1, "elements": ["O", "H", "H", "C", "O", "C", "N", "H", "C"], "positions_angstrom": [[2.12357, 0.23839, 0.00352], [1.10406, -1.93158, -0.00667], [-2.29714, 0.39694, 0.00701], [-1.24563, 0.18820, 0.00386], [-0.85555, -1.09352, 0.00284], [-0.16511, 1.01361, -0.00010], [0.91276, 0.15667, -0.00283], [-0.07746, 2.07985, -0.00344], [0.50049, -1.04855, -0.00420]], "atomic_forces_ev_per_a": [[5.205, 3.156, -0.003], [-0.017, -0.034, 0.006], [-0.107, -0.042, 0.001], [0.117, 0.752, -0.002], [0.043, -0.205, -0.023], [-0.976, 0.162, -0.005], [-1.246, -1.473, 0.017], [0.065, 0.131, 0.008], [-3.085, -2.448, 0.000]]}

18.
{"formula": "C3H3NO2", "method": "the ωB97M-V functional and the def2-TZVPD basis", "e_tot_ha": -321.21682, "charge": 0, "spin_multiplicity": 1, "elements": ["O", "H", "C", "O", "N", "C", "H", "C", "H"], "positions_angstrom": [[-0.09073, -1.43756, 0.58684], [-0.94513, -1.44064, 0.02070], [0.95609, -0.61231, 0.29054], [2.10348, -0.92678, 0.45182], [0.52831, 0.63230, -0.13073], [-1.72231, -0.11206, 0.07900], [-1.21235, 1.73469, -0.70148], [-0.83217, 0.81522, -0.26933], [1.21479, 1.34712, -0.32736]], "atomic_forces_ev_per_a": [[0.034, -0.070, -0.100], [0.690, -0.183, 0.074], [0.190, -0.062, 0.042], [-0.456, 0.104, -0.054], [0.073, -0.142, 0.029], [-0.050, 0.799, -0.133], [-0.010, -0.010, -0.016], [-0.302, -0.223, 0.151], [-0.168, -0.213, 0.008]]}

19.
{"formula": "C3H3NO2", "method": "the ωB97M-V functional and the def2-TZVPD basis", "smiles": "Oc1ccon1", "e_tot_ha": -321.28762, "charge": 0, "spin_multiplicity": 1, "elements": ["C", "C", "H", "H", "C", "O", "O", "H", "N"], "positions_angstrom": [[0.93175, -0.15641, -0.30017], [-0.36150, -0.69129, 0.02871], [-1.78772, -1.60356, 0.49065], [1.88206, -0.58338, -0.60674], [0.70724, 1.17586, -0.12844], [-0.90733, -1.91134, 0.15387], [-0.54456, 1.43626, 0.23319], [1.29336, 2.07660, -0.19465], [-1.21329, 0.25727, 0.32357]], "atomic_forces_ev_per_a": [[-0.205, 0.240, 0.103], [-0.244, 0.734, 0.168], [0.437, -1.132, -0.268], [-0.528, -0.189, 0.178], [0.069, 0.137, -0.024], [-0.128, 0.136, 0.050], [0.193, 0.332, -0.059], [0.386, -0.205, -0.185], [0.020, -0.054, 0.037]]}

20.
{"formula": "C3H3NO2", "method": "the ωB97M-V functional and the def2-TZVPD basis", "smiles": "O=C[C@@H]1NC1=O", "e_tot_ha": -321.27630, "charge": 0, "spin_multiplicity": 1, "elements": ["H", "O", "C", "H", "O", "N", "C", "C", "H"], "positions_angstrom": [[-1.11130, 1.37589, 0.36669], [1.85568, -0.23309, 1.30948], [-0.43200, 0.54521, 0.14769], [1.07369, 0.64662, -1.49028], [-0.23057, -1.73129, -0.35213], [0.81356, 0.90621, -0.55072], [-0.97614, -0.81280, -0.08729], [1.06302, 0.27811, 0.58327], [-2.05594, -0.97487, 0.07329]], "atomic_forces_ev_per_a": [[0.371, -0.350, 0.200], [-0.686, 0.554, -0.380], [0.091, -0.128, 0.456], [0.076, -0.245, -0.144], [-0.551, 0.151, -0.288], [0.372, 0.096, -0.165], [0.219, -0.407, -0.092], [0.096, 0.297, 0.408], [0.011, 0.033, 0.006]]}